[1]
{
  "formula": "C20H28AlNO2S",
  "method": "the ωB97M-V functional and the def2-TZVPD basis",
  "elements": ["O", "C", "C", "H", "H", "C", "H", "H", "C", "H", "H", "H", "C", "H", "H", "H", "Al", "C", "C", "C", "H", "C", "C", "H", "H", "H", "H", "C", "C", "C", "H", "C", "C", "H", "H", "H", "H", "O", "C", "C", "H", "H", "C", "H", "H", "C", "H", "H", "H", "H", "S", "C", "N"],
  "coordinates": [[-0.1194, -0.0362, -2.2111], [0.9292, -0.5313, -3.1847], [0.3910, 0.3255, -4.3156], [0.7900, -1.6089, -3.3312], [1.9299, -0.2587, -2.8281], [-0.7261, 0.7645, -3.3450], [0.0730, -0.2538, -5.1920], [1.0648, 1.1433, -4.6001], [-2.0589, 0.1585, -3.7245], [-1.9622, -0.9296, -3.8403], [-2.3906, 0.5897, -4.6779], [-2.8146, 0.3940, -2.9689], [-0.7870, 2.2452, -3.0438], [0.2093, 2.6658, -2.8669], [-1.4335, 2.4436, -2.1820], [-1.2323, 2.7509, -3.9097], [-0.0296, 0.0515, -0.1382], [1.1421, 1.7846, 1.6131], [2.1783, 0.8086, 1.5398], [2.4864, 0.6008, 0.1579], [2.8151, 0.5071, 2.3624], [1.5693, 1.3556, -0.6358], [0.6461, 2.0274, 0.3020], [-0.0580, 2.8152, 0.0002], [0.8841, 2.3421, 2.5126], [3.3778, 0.1101, -0.2194], [1.7241, 1.6773, -1.6681], [-2.1327, -0.5445, 1.8967], [-2.2671, 0.7053, 1.2571], [-2.0367, 0.5312, -0.1608], [-2.6389, 1.6174, 1.7515], [-1.8456, -0.9297, -0.3705], [-1.9611, -1.5590, 0.9192], [-2.0504, -2.6373, 1.0824], [-2.2483, -0.7102, 2.9740], [-2.3814, 1.2239, -0.9279], [-1.9548, -1.4382, -1.3211], [0.7298, -1.4541, -7.2583], [0.1886, -0.4697, -8.1681], [0.4456, -0.9124, -9.6249], [0.6812, 0.5032, -7.9725], [-0.8865, -0.3404, -7.9466], [1.5767, -1.9474, -9.4953], [0.6973, -0.0694, -10.2679], [-0.4574, -1.4032, -10.0072], [1.3956, -2.4702, -8.0552], [2.5455, -1.4405, -9.5866], [1.5174, -2.7410, -10.2408], [2.3466, -2.7392, -7.5710], [0.7676, -3.3828, -8.0836], [0.7489, -1.1978, 2.2293], [0.4191, -0.3741, 3.6462], [0.2030, 0.2374, 4.6366]],
  "atomic_forces_ev_per_a": [[0.9115, -0.2248, -1.9347], [-0.3185, 0.0139, 0.8419], [0.0262, 0.1192, 0.2121], [0.2537, 0.2683, 0.1938], [-0.2799, -0.3395, 0.0283], [-0.1333, -0.1822, -0.3412], [0.0644, 0.3431, 0.2526], [-0.2081, -0.2493, -0.0263], [-0.1957, 0.1518, 0.1547], [-0.0976, 0.2929, 0.0314], [0.0933, -0.1084, 0.1598], [0.0118, -0.2032, -0.1018], [-0.1286, 0.0030, 0.0227], [-0.2611, -0.0684, 0.0074], [0.2353, 0.0408, -0.1704], [0.1375, -0.0678, 0.1101], [0.4748, 0.2123, 0.8716], [1.1156, -0.2893, -0.4869], [1.0662, 2.7172, -1.5332], [-0.0289, 0.8173, 1.0429], [-0.3496, -0.1249, -0.1788], [-0.0099, 0.2837, 1.0391], [1.3532, 0.7169, -0.2537], [0.3614, -0.5279, 0.2408], [-0.4707, -0.6322, -0.1954], [-0.3529, -0.2505, 0.0221], [-0.2652, -0.4833, 0.3988], [-1.1686, -0.1562, -0.5136], [-0.3343, -0.8530, -0.7140], [-1.2009, -0.5629, 1.1921], [0.7919, -0.4098, -0.3538], [-1.0674, -0.4945, 1.4271], [-0.8854, 1.1146, -0.6118], [0.6431, 0.5138, 0.0135], [0.2114, 0.0970, -0.6016], [0.3503, -0.2398, 0.2802], [0.1727, 0.1234, 0.1933], [0.3305, -0.1557, -1.4294], [-0.0138, 0.5911, 0.2430], [-0.3957, -0.5592, 0.5389], [-0.1268, -0.4068, 0.0233], [0.3959, -0.1141, -0.1390], [0.1667, 0.6758, 0.6788], [-0.0446, -0.0912, 0.0289], [0.1691, 0.1597, -0.0666], [-0.2439, -0.5476, 0.0240], [-0.1351, -0.1775, -0.0398], [0.0333, 0.0552, 0.1184], [-0.3087, 0.2044, -0.1103], [0.1534, 0.3859, 0.1706], [-0.3836, -1.5209, -0.2402], [-0.6036, 1.5666, 1.6829], [0.4892, -1.4275, -2.2029]],
  "lowdin_charge": [-0.178, -0.064, -0.064, 0.135, 0.118, -0.489, 0.103, 0.128, -0.007, 0.104, 0.101, 0.086, -0.001, 0.089, 0.076, 0.105, 0.386, -0.130, -0.279, -0.140, 0.095, -0.191, -0.175, 0.123, 0.117, 0.106, 0.108, -0.177, -0.071, -0.196, 0.125, -0.189, -0.144, 0.115, 0.108, 0.096, 0.105, -0.173, -0.206, -0.163, 0.115, 0.115, -0.162, 0.108, 0.110, -0.188, 0.110, 0.109, 0.117, 0.118, 0.702, -0.796, 0.051],
  "e_homo_ev": -6.541,
  "gap_ev": 6.53
}

=====

[2]
{
  "formula": "C20H28As2Cl2F5N2PrS",
  "method": "the ωB97M-V functional and the def2-TZVPD basis",
  "elements": ["Pr", "C", "As", "C", "C", "C", "C", "C", "C", "C", "As", "C", "C", "H", "H", "H", "H", "H", "H", "H", "H", "H", "H", "H", "H", "H", "H", "H", "H", "N", "C", "C", "N", "H", "H", "H", "H", "H", "H", "H", "H", "Cl", "C", "C", "C", "C", "C", "Cl", "C", "S", "H", "H", "H", "F", "C", "F", "C", "F", "F", "F", "H"],
  "coordinates": [[-0.8081, -0.3745, -0.2156], [1.2585, 0.3914, 4.0050], [0.5597, 0.5930, 2.1628], [-0.9569, 1.7148, 2.7373], [1.6282, 2.1342, 1.4088], [2.4733, 2.8036, 2.3195], [3.2440, 3.8982, 1.9402], [3.1947, 4.3660, 0.6388], [2.3825, 3.7371, -0.2964], [1.5938, 2.6178, 0.0362], [0.5241, 1.8526, -1.4867], [1.8051, 2.0041, -2.9884], [-0.5118, 3.4786, -1.9093], [1.1849, 1.3340, 4.5836], [2.3123, 0.0452, 3.9655], [0.6515, -0.3741, 4.5304], [-0.5921, 2.5692, 3.3446], [-1.6571, 1.1047, 3.3442], [-1.4864, 2.1031, 1.8436], [2.5540, 2.4981, 3.3448], [3.8802, 4.3895, 2.6653], [3.7918, 5.2216, 0.3495], [2.3823, 4.1432, -1.2925], [2.1613, 3.0398, -3.1403], [1.2912, 1.6890, -3.9199], [2.6695, 1.3336, -2.8080], [0.1530, 4.3517, -2.0540], [-1.2135, 3.6860, -1.0762], [-1.0945, 3.3078, -2.8394], [1.4738, -0.2040, -0.9030], [1.6417, -1.1991, -1.9599], [0.4659, -1.1560, -2.9522], [-0.7850, -1.5394, -2.3014], [1.6200, 0.7479, -1.3113], [2.1615, -0.3628, -0.1318], [1.7148, -2.1961, -1.5108], [2.5809, -1.0085, -2.4900], [0.6618, -1.8359, -3.7882], [0.3643, -0.1467, -3.3669], [-0.7585, -2.5656, -2.1003], [-1.6034, -1.3246, -2.9155], [-2.5867, -2.0712, 0.9532], [-1.7844, -3.6411, 0.9570], [-2.5906, -4.6417, 1.5395], [-2.1545, -5.9568, 1.6466], [-0.8960, -6.2921, 1.1687], [-0.0645, -5.3220, 0.5821], [1.4778, -5.9434, 0.0444], [-0.4865, -3.9700, 0.4605], [0.6012, -2.8025, -0.2839], [-3.5782, -4.3862, 1.9161], [-2.7902, -6.7113, 2.0979], [-0.5521, -7.3194, 1.2510], [-3.0279, 1.7385, -1.3002], [-3.1147, 0.6009, -0.5180], [-3.6318, 0.9369, 0.7201], [-4.0078, -0.4284, -1.1934], [-4.0810, -1.5641, -0.4084], [-5.2787, 0.0891, -1.3679], [-3.4781, -0.7637, -2.4255], [-0.8884, 1.5799, 0.6979]],
  "atomic_forces_ev_per_a": [[-1.3573, 0.3075, 1.6812], [0.5924, -0.1440, 0.2200], [-0.2994, 1.9877, 0.5331], [-0.7725, 0.5805, 1.4908], [0.4923, 0.3642, -0.5043], [-0.2442, 0.0388, -0.9767], [-0.1075, -0.0075, -0.1933], [-0.0419, -0.0408, 0.1591], [-0.2476, -0.6381, 0.6217], [0.6008, -0.2375, 0.8448], [-5.3142, 6.8241, -0.4910], [0.5884, 0.0114, -0.4210], [-0.0040, 0.6117, -0.1390], [0.0753, -0.5145, -0.4223], [-0.6097, 0.1889, 0.1746], [0.3111, 0.3702, -0.4575], [-0.0991, -0.5493, -0.0778], [0.3459, 0.3107, -0.1270], [0.3021, -0.2489, 1.2210], [-0.1482, -0.2892, 0.2571], [-0.0111, -0.0275, 0.0349], [-0.0241, 0.0013, -0.0401], [-0.1263, -0.0472, -0.2855], [-0.1531, -0.5667, 0.2146], [0.2435, 0.1484, 0.5796], [-0.3041, 0.4644, -0.3478], [-0.3786, -0.3476, 0.0290], [0.4382, -0.2473, -0.5137], [0.3285, 0.0613, 0.5663], [3.5271, -1.2045, 0.7727], [1.0371, 0.6264, -1.5674], [0.5505, -0.2786, -0.4766], [-1.5628, -0.8144, -2.3199], [3.3982, -4.2035, 1.1459], [-0.5512, 0.1335, -0.8684], [0.9144, 0.7937, -1.0831], [-0.0753, -0.0202, -0.2696], [0.3346, 0.1156, 0.0357], [-0.0984, -0.3575, 0.0453], [-0.1707, 1.2332, -0.2832], [1.0694, -0.3028, 0.5453], [3.3313, -2.3805, 3.0496], [0.1840, -2.1192, 0.8658], [0.1737, 0.3234, -0.2137], [0.2225, 0.4150, -0.2113], [0.2308, 0.3245, -0.1971], [-1.3312, -0.5619, 0.6499], [-0.2226, 0.6553, -0.0467], [0.0459, 0.3007, 0.3535], [-1.1728, -2.7150, 2.8472], [0.1813, 0.0940, -0.0908], [0.0722, 0.1203, -0.0560], [0.0629, 0.2114, -0.0725], [-0.8351, -0.0131, -0.0232], [1.4463, -1.2949, -0.2765], [-0.6893, 0.1174, -0.2945], [-1.1338, 1.8459, 0.4065], [-3.5045, 2.4712, -4.1983], [0.8215, -1.3935, -0.3928], [-1.1535, 0.0765, 1.2145], [0.8219, -0.5634, -2.6210]],
  "lowdin_spin": [2.032, -0.002, -0.003, -0.001, -0.001, 0.000, 0.000, 0.000, 0.000, -0.001, -0.001, 0.000, 0.000, 0.000, 0.000, 0.000, 0.000, 0.000, -0.001, 0.000, 0.000, 0.000, 0.000, 0.000, 0.000, 0.000, 0.000, 0.000, 0.000, -0.004, 0.000, 0.001, -0.002, 0.000, 0.000, 0.000, 0.000, 0.000, 0.000, 0.001, 0.000, -0.001, 0.001, 0.000, 0.000, 0.000, 0.000, 0.000, 0.000, -0.005, 0.000, 0.000, 0.000, 0.001, -0.007, 0.000, -0.001, 0.000, -0.001, 0.001, -0.008],
  "s2": 2.00,
  "e_homo_ev": [-6.900, -6.938],
  "multiplicity": 3,
  "gap_ev": [7.11, 7.16]
}